Record 1
# C70H69Ge2N4NaO2S6

C70H69Ge2N4NaO2S6 as an isolated structure at a distorted geometry (ωB97M-V/def2-TZVPD, OMol25).

Geometry as ORCA input:
```
! RIJCOSX wB97M-V def2-TZVPD def2/J DEFGRID3
* xyz -2 1
C 4.39 1.06 -4.36
H 4.84 -2.21 -5.00
H 0.60 4.73 -2.75
C 4.12 -0.04 0.19
C -1.78 5.61 -1.79
H 3.20 -3.36 -4.70
H -1.12 1.78 -6.65
S -5.80 5.44 1.22
H 3.46 -2.44 3.45
H -5.00 3.36 -0.64
C -1.71 -1.30 7.42
H 5.03 -1.86 2.93
H -4.88 -4.27 4.82
C 2.28 -2.79 -4.85
H 1.84 1.75 -3.55
C -0.71 0.77 -4.81
H -3.56 3.74 -2.69
C 4.44 2.37 -2.23
H 0.07 -1.23 4.54
C -4.44 3.24 0.27
H 4.63 3.21 -2.91
C 4.73 -0.15 -2.31
C -9.32 3.46 1.46
C -7.50 4.48 3.19
H 1.82 2.71 6.52
H 1.99 1.05 7.14
C 0.25 -2.71 7.60
C -4.42 -3.63 4.07
C -3.90 3.90 2.51
C -0.38 -0.45 -4.18
H -1.16 -2.39 9.18
H 0.64 -3.97 9.30
H 4.98 -0.72 -7.11
C 3.30 2.77 1.67
H -2.77 -2.55 -5.07
S -1.98 -0.68 -1.19
H -8.02 4.14 -0.13
H 5.86 -2.55 -1.56
C -8.18 4.07 0.94
C 4.28 -1.76 3.70
H -3.87 -3.31 0.76
C 1.68 1.66 6.28
C 0.58 -2.37 6.29
N -2.78 2.04 1.51
H 4.18 -2.99 -1.89
H 4.27 0.90 -6.99
Na -1.52 -0.23 1.87
H -3.29 1.53 -0.41
H -4.39 1.98 -3.97
S -2.37 0.15 5.16
C -0.22 4.06 -3.01
C 3.80 0.51 2.70
H -2.84 5.68 -1.53
H 1.48 -4.46 7.83
C 4.73 -1.30 -4.43
N -9.57 3.35 2.76
N -3.26 -1.99 2.18
H 2.04 -3.06 8.73
C 0.35 -6.94 -2.78
H 3.02 -0.66 5.78
S 1.15 -0.90 1.76
C -3.81 -2.47 4.46
H -10.06 3.04 0.80
H 7.12 -0.09 -1.43
H 2.08 3.12 4.03
H 4.28 2.75 1.19
H 2.55 2.53 0.90
H -3.78 -2.17 5.50
C -2.53 3.51 -2.97
H -8.89 3.73 4.65
C 3.07 0.03 4.94
H -2.39 2.65 3.43
H -1.98 -5.59 -3.21
H 0.68 -7.65 -3.54
H 4.71 -2.07 4.66
H -3.00 -2.66 -3.33
H -0.57 -7.31 -2.34
C -1.30 -3.74 -4.04
C 5.06 -0.11 -0.85
C -0.97 2.02 -4.04
H 6.34 0.48 2.73
C 5.11 -2.65 -2.35
N -2.52 -0.49 3.73
H -4.92 -4.90 2.39
H 0.61 1.50 6.11
C 3.22 1.79 2.80
H -1.50 6.51 -2.34
C 4.47 -0.11 -5.10
H -2.61 -0.86 7.83
H 7.97 0.20 0.88
C -1.11 -5.02 -3.51
C -0.90 -2.15 8.16
C -0.21 -1.51 5.55
C 1.47 2.59 -4.14
C 4.62 0.19 1.49
O -1.55 1.34 5.04
H -3.34 1.05 -5.07
C 6.42 -0.04 -0.59
C 1.25 -4.84 -3.83
C -0.53 -1.53 -6.35
C -8.66 3.84 3.60
C -0.35 -1.61 -4.97
H -0.51 -2.44 -6.94
H -6.79 4.86 3.91
H 5.14 2.40 -1.41
C -2.29 2.34 -3.69
C 3.74 -0.36 3.79
C 1.09 -3.57 -4.36
C -0.18 -2.99 -4.41
H 2.13 3.44 -3.97
H 5.45 -3.40 -3.06
H 1.52 2.30 -5.19
H 3.25 -0.53 -6.81
C -4.63 4.09 1.35
S 1.63 -1.93 -1.68
O -3.61 0.31 5.89
C -2.98 2.85 2.54
H 2.36 -1.85 -4.30
H -0.89 -0.25 -8.04
C -3.86 -3.11 1.83
C 2.46 1.27 5.05
C 1.14 -3.60 8.41
H 4.22 2.00 -4.88
C -1.36 -0.99 6.12
C 4.86 -1.33 -3.05
S 1.11 1.28 -1.29
H 3.10 3.78 2.02
H 1.11 -6.90 -2.00
H -4.02 4.55 3.36
C 2.55 2.14 3.97
C 4.24 -0.11 -6.59
C 5.99 0.28 1.72
H -1.20 5.58 -0.87
C -3.44 1.44 -4.05
C -0.88 0.83 -6.19
Ge -0.09 -0.49 -2.16
C 4.52 1.06 -2.98
H 2.18 -2.55 -5.91
C 6.90 0.14 0.69
C -3.50 2.22 0.40
C -4.46 -3.99 2.73
Ge 2.11 -0.38 -0.06
H 1.48 -2.79 5.84
C -1.51 4.37 -2.61
C -7.26 4.60 1.83
C 0.15 -5.57 -3.38
H 3.43 2.49 -1.82
C -0.76 -0.31 -6.97
C 0.06 2.91 -3.73
H 2.24 -5.27 -3.75
H -3.46 0.59 -3.37
H -3.40 -4.05 -4.35
C -3.20 -1.64 3.48
C -2.70 -3.22 -4.21
*
```

Computed properties:
gap between HOMO and LUMO	0.2106	hartree
HOMO	-2.3	eV

***

Record 2
# C71H116ClN10O4

A 8-piece molecular cluster, C71H116ClN10O4 overall at a distorted geometry (ωB97M-V/def2-TZVPD, OMol25).

Geometry as ORCA input:
```
! RIJCOSX wB97M-V def2-TZVPD def2/J DEFGRID3
* xyz 9 1
H 9.53 15.05 19.73
H 11.30 17.10 10.13
C 24.51 10.90 14.29
C 10.11 21.05 13.88
H 19.83 24.21 11.57
N 16.37 18.17 17.82
H 21.08 23.18 11.98
C 9.62 21.24 11.52
H 12.81 17.36 10.86
C 10.58 18.03 16.11
H 17.87 16.44 15.97
H 11.14 10.53 13.95
H 16.05 22.87 7.80
H 19.89 16.46 14.71
C 15.00 18.27 17.78
H 15.22 22.96 9.31
C 14.58 18.79 13.15
C 16.21 23.04 8.86
C 22.43 18.61 15.48
H 14.11 11.94 8.30
H 9.90 22.10 13.93
H 12.30 17.03 7.03
C 13.06 23.51 15.69
C 24.13 15.10 14.70
H 12.99 12.69 11.10
H 10.21 20.93 10.65
C 11.40 16.07 17.34
H 20.41 20.41 12.03
H 18.38 18.31 14.80
H 14.42 17.59 18.38
C 10.24 19.08 12.58
H 17.05 21.21 16.60
H 16.19 13.64 8.96
H 12.17 11.84 13.26
H 20.44 21.43 7.75
C 12.15 10.72 17.45
H 10.22 20.81 16.00
H 14.11 13.67 16.70
C 18.33 22.07 8.18
H 15.85 21.37 14.13
H 12.52 12.59 18.48
H 14.93 16.90 9.84
H 19.72 15.14 11.90
H 11.01 15.80 20.38
N 10.06 20.44 12.69
H 10.08 10.60 18.23
H 15.13 15.15 7.35
H 13.47 9.42 13.32
H 16.53 14.44 16.38
N 10.53 16.20 18.35
C 12.35 17.25 9.88
C 24.97 13.15 13.51
C 16.69 20.53 9.61
H 23.21 14.63 16.52
H 13.66 13.37 7.39
H 14.63 12.04 10.73
C 16.48 20.35 16.89
H 19.72 23.08 13.01
H 21.63 19.18 15.94
C 17.27 21.99 9.30
C 16.85 14.57 15.35
H 9.08 19.03 17.39
C 13.04 16.11 8.95
H 16.14 15.82 12.81
H 10.49 11.93 16.92
C 16.94 17.03 18.66
C 10.57 15.30 19.52
C 13.63 12.92 8.38
H 21.12 21.58 10.10
H 25.46 12.61 12.71
C 10.59 10.93 17.32
H 15.99 14.79 10.18
H 23.64 21.42 14.16
C 12.43 9.82 18.66
H 14.62 18.55 12.09
O 12.71 8.59 16.05
C 13.38 12.89 16.47
H 20.65 16.67 12.33
C 15.45 15.53 8.32
C 9.80 18.24 17.31
C 17.24 16.02 15.19
C 23.91 12.83 15.60
H 12.46 18.28 9.53
H 12.23 16.83 15.54
C 14.52 21.57 15.83
N 13.57 23.87 14.52
H 15.82 20.56 10.27
N 17.97 22.48 10.62
H 9.38 17.62 19.40
H 16.25 20.02 8.76
H 25.64 17.32 13.76
C 24.74 17.59 14.29
H 13.29 19.38 17.01
C 13.03 12.05 17.68
H 25.12 19.67 13.91
H 13.93 11.77 18.22
C 10.27 20.30 15.05
H 17.02 18.53 12.13
H 13.73 25.78 13.68
C 18.16 17.94 13.79
H 11.12 14.39 19.27
C 22.65 17.18 15.36
H 19.25 19.94 10.98
C 13.12 10.86 14.92
H 12.01 15.18 17.46
H 16.30 16.56 15.30
H 16.75 17.42 19.66
C 14.03 12.94 10.89
C 20.24 22.11 9.73
H 16.49 16.11 18.28
H 23.86 10.39 15.00
C 24.75 14.53 13.55
H 18.02 17.08 18.52
H 17.00 19.79 13.32
C 10.48 18.31 13.69
H 10.31 10.30 16.47
H 12.79 24.71 12.77
H 12.54 13.47 16.09
C 14.54 16.63 8.86
H 23.71 21.11 15.88
H 19.04 18.18 13.19
C 15.48 14.40 9.30
N 17.96 16.43 13.90
H 10.68 17.26 13.56
H 17.57 14.75 12.61
C 19.38 22.08 11.05
H 14.88 11.62 15.85
O 11.71 14.38 9.96
H 18.82 20.62 12.62
N 13.00 14.85 9.77
H 12.43 10.34 19.62
C 14.09 13.75 9.61
C 10.45 18.89 14.93
H 13.06 22.20 17.34
Cl 13.23 21.34 11.05
C 23.67 14.23 15.63
C 9.86 17.42 18.46
H 11.38 15.75 7.62
C 19.39 15.83 13.97
C 24.48 18.93 14.37
N 24.49 12.36 14.51
H 13.65 18.36 13.54
C 19.99 23.21 11.97
H 14.50 19.86 13.31
C 13.96 12.03 15.44
H 14.64 9.30 14.58
C 14.37 19.32 17.00
C 13.56 22.41 16.40
H 22.11 21.23 14.92
H 17.62 16.28 11.82
H 23.50 12.11 16.29
C 19.68 21.39 8.53
H 9.81 22.31 11.60
N 12.72 10.03 16.17
H 14.61 17.54 8.27
C 17.06 19.19 17.37
H 10.09 18.75 11.56
C 14.08 10.02 13.99
H 25.54 10.60 14.46
C 12.98 25.00 13.80
H 19.46 20.33 8.70
H 11.56 9.16 18.72
H 18.10 19.17 17.67
C 20.26 15.71 12.66
H 12.00 25.21 14.23
C 15.03 21.92 14.56
H 17.97 21.55 7.29
H 18.44 23.06 7.74
H 19.38 14.85 14.44
C 23.86 16.65 14.79
H 25.12 15.17 12.76
O 15.78 18.30 13.82
O 17.08 22.64 11.70
H 21.94 16.51 15.83
H 17.61 13.82 15.16
H 24.17 10.76 13.27
H 14.87 23.34 12.89
C 15.15 20.39 16.52
C 16.98 18.71 13.20
C 14.55 23.08 13.88
C 11.45 16.96 16.27
H 21.16 15.10 12.80
H 17.30 19.77 10.09
H 16.54 24.06 9.04
H 11.34 12.07 14.78
H 13.32 9.20 18.57
H 12.96 15.46 6.79
H 15.93 14.33 14.81
N 23.33 19.42 14.89
C 12.42 16.07 7.52
H 14.75 10.56 13.32
H 16.45 15.93 8.15
H 20.47 23.16 9.53
H 14.33 13.51 11.76
C 11.85 11.33 14.17
C 23.15 20.90 14.97
H 14.36 12.66 14.65
H 12.38 24.19 16.19
H 12.56 12.68 8.40
C 17.23 15.78 12.70
H 8.55 21.08 11.44
C 19.42 20.73 11.71
*
```

Computed properties:
gap between HOMO and LUMO	0.1578	hartree
HOMO	-23.8	eV

***

Among the records above, which one has the lowest gap between HOMO and LUMO? C71H116ClN10O4